(1)
# C34H74N2O10P

A cluster of 5 separate species, C34H74N2O10P in total (wB97M-V/def2-TZVPD, the Open Molecules 2025 dataset).

Output
F_max	0.0325	Eh/bohr
LUMO energy	-4.740	eV
DFT total energy	-2542.7683	a.u.

The geometry in ORCA input format:
```
! wB97M-V def2-TZVPD RIJCOSX def2/J DEFGRID3
* xyz 1 1
C 3.9271 -5.3089 4.6660
O 2.7476 -5.7529 4.0578
C 1.7366 -4.7777 4.0028
C 0.9661 -4.8837 2.7177
C -0.2181 -3.9213 2.7416
C -0.4344 -3.1100 1.4557
C -1.9122 -2.9852 1.1676
C -2.6858 -2.2687 2.2690
C -2.9978 -0.7607 2.0397
C -2.5942 0.1490 3.2084
C -1.3401 0.9901 2.9514
C -1.2131 2.0673 4.0460
C 0.0386 2.0347 4.9091
N 1.2745 1.9163 4.0994
C 1.4252 2.7607 3.1035
C 2.5552 2.7702 2.3225
C 2.6056 3.7636 1.2190
P 1.9760 3.1418 -0.3813
O 1.4623 4.2351 -1.1850
O 0.9188 1.9867 -0.1201
O 3.1535 2.3904 -1.0942
C 3.5160 1.8718 2.6637
C 4.8416 1.7705 1.9611
O 4.8324 0.8788 0.8783
O 4.2372 -0.3352 1.3697
C 3.2619 1.0010 3.7183
N 2.1556 1.0041 4.4329
H 4.5030 -4.6960 3.9766
H 3.7281 -4.7415 5.5737
H 4.5197 -6.1646 4.9400
H 2.1789 -3.7911 4.0393
H 1.0623 -4.8938 4.8460
H 0.6346 -5.8971 2.5645
H 1.6258 -4.5907 1.9190
H -1.1375 -4.4579 2.9254
H -0.1143 -3.2277 3.5689
H 0.0374 -3.5979 0.6096
H 0.0038 -2.1149 1.5410
H -2.2871 -3.9976 1.0928
H -2.0888 -2.4963 0.2184
H -2.1532 -2.3813 3.2035
H -3.6436 -2.7517 2.3759
H -2.4299 -0.4420 1.1756
H -4.0490 -0.6687 1.8415
H -2.5212 -0.4037 4.1363
H -3.3616 0.9004 3.3450
H -0.4492 0.3803 2.8477
H -1.5488 1.4749 2.0065
H -2.0522 1.9393 4.7122
H -1.3190 3.0669 3.6518
H 0.0212 1.2596 5.6512
H 0.1338 2.9756 5.4327
H 0.6353 3.4628 2.9399
H 1.9362 4.5747 1.4555
H 3.6064 4.1161 1.0275
H 0.2216 2.2541 0.4859
H 2.9308 1.4652 -1.2472
H 5.1288 2.7243 1.5536
H 5.5954 1.4687 2.6804
H 3.6996 -0.6067 0.6175
H 4.0107 0.2860 3.9821
C -5.6989 2.0702 -1.8644
C -4.8445 0.8212 -1.7281
O -5.3935 -0.1636 -0.8745
C -6.6530 -0.6882 -1.2680
C -6.6398 -1.3804 -2.6179
H -5.9386 2.4781 -0.8816
H -5.1658 2.8282 -2.4386
H -6.6384 1.8665 -2.3783
H -3.8843 1.0840 -1.2800
H -4.6262 0.3967 -2.7143
H -7.4177 0.0959 -1.2432
H -6.9171 -1.4081 -0.4936
H -6.4567 -0.6793 -3.4344
H -7.5993 -1.8623 -2.7999
H -5.8599 -2.1413 -2.6495
C 4.2922 9.1197 -2.6715
C 5.5764 8.4588 -2.2017
O 5.4295 7.6907 -1.0182
C 4.5292 6.6086 -1.1003
C 4.9006 5.5562 -2.1315
H 3.8476 9.7042 -1.8654
H 4.4998 9.7828 -3.5107
H 3.5522 8.3894 -3.0023
H 6.3126 9.2219 -1.9537
H 6.0110 7.8495 -3.0019
H 3.5073 6.9646 -1.2737
H 4.5396 6.1614 -0.1016
H 4.8235 5.9364 -3.1501
H 4.2301 4.7008 -2.0498
H 5.9270 5.2154 -1.9838
C 6.3700 1.3859 -2.8142
C 6.6005 -0.0070 -3.3718
O 5.3996 -0.7205 -3.6128
C 4.5219 -0.1419 -4.5630
C 5.1177 -0.0010 -5.9524
H 5.7285 1.3298 -1.9319
H 7.3154 1.8486 -2.5314
H 5.8840 2.0425 -3.5373
H 7.1497 -0.6063 -2.6462
H 7.2163 0.0333 -4.2761
H 4.1526 0.8284 -4.2064
H 3.6627 -0.8119 -4.6015
H 5.9324 0.7236 -5.9760
H 4.3553 0.3363 -6.6541
H 5.5118 -0.9577 -6.2950
C -9.3022 -6.0819 -3.3867
C -7.8676 -5.5835 -3.3558
O -7.5294 -4.8729 -2.1781
C -7.6332 -5.5982 -0.9679
C -6.7268 -6.8157 -0.8965
H -9.9950 -5.2610 -3.1988
H -9.5269 -6.5133 -4.3618
H -9.4845 -6.8509 -2.6349
H -7.7097 -4.8756 -4.1696
H -7.1690 -6.4119 -3.5184
H -8.6740 -5.8834 -0.7779
H -7.3546 -4.8902 -0.1866
H -7.0211 -7.5862 -1.6098
H -6.7681 -7.2553 0.1000
H -5.6955 -6.5358 -1.1153
*
```



(2)
# C19H17N2O4OsS3

A structure of composition C19H17N2O4OsS3 (wB97M-V/def2-TZVPD, the Open Molecules 2025 dataset).

Output
F_max	0.0129	Eh/bohr
LUMO energy	-4.468	eV
DFT total energy	-2429.7456	a.u.

The geometry in ORCA input format:
```
! wB97M-V def2-TZVPD RIJCOSX def2/J DEFGRID3
* xyz 1 1
Os 1.3199 -0.5738 -0.3018
C 4.7919 -1.0960 2.5942
C 3.9572 -0.8017 1.3813
S 2.3472 -0.2749 1.6455
C 4.4083 -0.8849 0.1020
C 5.7986 -1.2981 -0.2875
S 3.3393 -0.4509 -1.1648
H 4.2778 -0.7880 3.5035
H 5.7496 -0.5789 2.5496
H 4.9901 -2.1661 2.6692
H 6.5065 -1.1153 0.5171
H 6.1315 -0.7551 -1.1711
H 5.8237 -2.3630 -0.5242
O -0.3290 -3.9791 0.6517
C -0.5628 -2.8498 0.3670
O 0.3570 -2.1534 -0.4216
C -1.7749 -2.0783 0.7102
C -2.9330 -2.7949 0.9889
C -4.1300 -2.1472 1.2970
C -4.1025 -0.7752 1.3243
O -5.1204 0.0771 1.5895
C -4.5696 1.3952 1.5536
O -3.1957 1.2812 1.1599
C -2.9439 -0.0514 1.0660
C -1.7682 -0.6727 0.7560
H -2.8916 -3.8744 0.9549
H -5.0371 -2.6950 1.5043
H -4.6260 1.8390 2.5492
H -5.1076 1.9912 0.8166
H -0.8770 -0.0705 0.5972
N 2.0911 2.8043 0.2727
C 1.0431 2.5174 -0.4988
N 0.6511 1.3020 -0.8384
C -0.4621 1.3616 -1.7176
C -1.1086 0.2821 -2.3095
C -2.2034 0.5304 -3.1179
C -2.6619 1.8282 -3.3347
C -2.0228 2.9081 -2.7545
C -0.9184 2.6546 -1.9559
S 0.0882 3.8098 -1.1383
H 2.6959 2.0685 0.6040
H 2.3485 3.7590 0.4496
H -0.7746 -0.7344 -2.1507
H -2.7106 -0.3007 -3.5880
H -3.5182 1.9960 -3.9720
H -2.3663 3.9180 -2.9276
*
```



(3)
# C3H6NO2

The ion C3H6NO2 with charge -1 (wB97M-V/def2-TZVPD, the Open Molecules 2025 dataset).

Output
F_max	0.0606	Eh/bohr
LUMO energy	3.957	eV
SMILES string	[O-]/C=C/NCO
DFT total energy	-323.0878	a.u.

The geometry in ORCA input format:
```
! wB97M-V def2-TZVPD RIJCOSX def2/J DEFGRID3
* xyz -1 1
O -2.7565 0.8415 1.2170
C -1.6856 0.1790 1.1530
C -0.5413 0.7036 0.5048
N 0.8709 0.1169 0.5746
C 1.2979 -0.4834 -0.7229
O 0.3151 -0.3628 -1.7431
H -1.7795 -0.7215 1.7101
H -0.7280 1.6115 -0.1363
H 1.4684 0.9379 0.7989
H 1.4976 -1.6276 -0.5671
H 2.3353 -0.0713 -0.9969
H -0.2943 -1.1237 -1.7921
*
```



(4)
# C15H19F6IrN8O4S2

A structure of composition C15H19F6IrN8O4S2 (wB97M-V/def2-TZVPD, the Open Molecules 2025 dataset).

Output
F_max	0.0211	Eh/bohr
LUMO energy (spin up / spin down)	-11.797 / -12.746	eV
DFT total energy	-2820.8314	a.u.

The geometry in ORCA input format:
```
! wB97M-V def2-TZVPD RIJCOSX def2/J DEFGRID3
* xyz 3 2
Ir 0.1455 -1.0409 0.3819
N 3.9983 -2.4458 0.1184
C 4.3751 -1.1252 -0.0509
C 3.2433 -0.3910 -0.0039
N 2.1675 -1.2535 0.2118
C 2.6838 -2.4908 0.2747
C 1.7162 -3.5467 0.3936
N 0.4484 -3.1386 0.3851
C -0.3239 -4.2788 0.4157
C 0.5011 -5.3603 0.4541
N 1.7820 -4.8781 0.4400
H 4.6388 -3.2299 0.1273
H 5.4022 -0.8345 -0.1953
H 3.1387 0.6729 -0.1067
H -1.3918 -4.2855 0.3595
H 0.2805 -6.4142 0.4880
H 2.6141 -5.4532 0.4505
F -4.4148 1.9509 1.9740
C -3.2823 1.4322 2.3584
F -2.4211 2.3672 2.7345
F -3.4404 0.5364 3.2990
S -2.5203 0.6198 0.8585
O -1.2707 -0.0275 1.4674
O -2.2118 1.6309 -0.1007
N -3.5560 -0.4610 0.4428
S -3.0081 -1.8662 0.0327
O -1.5632 -1.6835 -0.4860
O -3.7832 -2.5936 -0.8878
C -3.0549 -2.8068 1.6849
F -3.3628 -4.0555 1.4274
F -1.8697 -2.7354 2.2881
F -3.9684 -2.2398 2.4239
C -0.1282 3.0137 -3.4031
C -0.6952 1.6231 -3.2103
N -0.0445 0.9996 -2.0482
C 0.2914 1.6918 -0.9719
N 0.6329 0.9535 0.1728
C 1.0781 1.6477 1.3745
C 1.6990 2.9964 1.0836
C 0.7454 3.7925 0.2262
N 0.3403 3.0100 -0.9530
C -0.1676 3.7946 -2.1016
H -0.7170 3.5458 -4.1482
H 0.8948 2.9612 -3.7772
H -0.5223 0.9874 -4.0749
H -1.7710 1.6553 -3.0197
H -0.1278 -0.0014 -1.9401
H 1.7307 0.9760 1.9360
H 0.1740 1.7661 1.9893
H 2.6596 2.8849 0.5748
H 1.8841 3.5210 2.0195
H 1.2215 4.6982 -0.1434
H -0.1544 4.0940 0.7712
H 0.4605 4.6818 -2.1677
H -1.1766 4.1326 -1.8495
*
```



(5)
# C16H12N2

A cluster of 2 separate species, C16H12N2 in total (wB97M-V/def2-TZVPD, the Open Molecules 2025 dataset).

Output
F_max	0.0357	Eh/bohr
LUMO energy	-2.434	eV
DFT total energy	-726.2791	a.u.

The geometry in ORCA input format:
```
! wB97M-V def2-TZVPD RIJCOSX def2/J DEFGRID3
* xyz 0 1
C 1.3846 0.1621 1.8697
C 2.1314 -1.0287 1.9226
N 2.7581 -2.0234 1.9360
C -0.0519 0.1463 2.0245
C -0.8075 1.3482 1.9319
C -2.1900 1.3249 2.0797
C -2.8599 0.1150 2.3150
C -2.1289 -1.0765 2.4170
C -0.7473 -1.0734 2.2519
C 2.1024 1.3729 1.8607
N 2.7147 2.3757 1.8546
H -0.2854 2.2917 1.7498
H -2.7496 2.2584 2.0288
H -3.9459 0.1013 2.4071
H -2.6413 -2.0152 2.6402
H -0.1806 -2.0064 2.3216
C 1.6240 -0.0641 -1.2396
C 1.2137 1.1455 -1.7820
C 0.2816 1.3743 -2.7870
C -0.4976 0.4452 -3.4653
C -0.4693 -0.9425 -3.3690
C 0.3405 -1.7422 -2.5726
C 1.2592 -1.3507 -1.6073
H 2.3601 0.0062 -0.4299
H 1.7010 2.0355 -1.3666
H 0.1147 2.4262 -3.0512
H -1.2304 0.8537 -4.1676
H -1.1834 -1.4744 -4.0050
H 0.2111 -2.8250 -2.6928
H 1.7717 -2.1607 -1.0752
*
```



(6)
# C23H23Br2N9OSeSn

A structure of composition C23H23Br2N9OSeSn (wB97M-V/def2-TZVPD, the Open Molecules 2025 dataset).

Output
F_max	0.0217	Eh/bohr
LUMO energy	-0.774	eV
DFT total energy	-9222.1719	a.u.

The geometry in ORCA input format:
```
! wB97M-V def2-TZVPD RIJCOSX def2/J DEFGRID3
* xyz 0 1
Sn -0.0020 0.1458 0.4094
N -2.1110 -2.3455 1.3564
C -2.5859 -1.8786 0.2185
N -3.7140 -2.3958 -0.3051
C -4.0702 -1.9214 -1.4902
N -5.1698 -2.4399 -2.0690
N -3.4197 -0.9562 -2.1997
C -2.3717 -0.4650 -1.5874
N -1.8951 -0.8590 -0.4052
C -1.6364 0.6640 -2.2375
C -2.0142 1.1875 -3.4565
C -1.3636 2.3259 -3.9128
C -0.3682 2.9029 -3.1421
C -0.0111 2.2967 -1.9515
N -0.6317 1.1887 -1.5270
H -2.6235 -3.0970 1.7860
H -1.1407 -1.9938 1.7244
H -5.7628 -3.0457 -1.5294
H -5.5129 -2.0154 -2.9115
H -2.8095 0.7097 -4.0083
H -1.6455 2.7680 -4.8604
H 0.1247 3.8166 -3.4488
H 0.7823 2.6804 -1.3132
C 0.3648 -3.2062 -1.9067
C 1.6324 -2.4095 -1.8066
C 2.8159 -2.9709 -2.3230
C 3.9904 -2.2994 -2.2354
C 4.0350 -1.0320 -1.6232
C 5.2202 -0.2751 -1.4739
Br 6.8698 -0.9245 -2.1487
C 5.2032 0.9260 -0.8435
C 3.9975 1.4283 -0.3280
Br 4.0122 3.0965 0.5552
C 2.7822 0.7659 -0.4494
O 1.6707 1.2962 0.0320
C 2.8115 -0.5122 -1.1254
N 1.6257 -1.2129 -1.2265
H 0.5426 -4.1606 -2.4006
H -0.3864 -2.6605 -2.4763
H -0.0285 -3.3949 -0.9058
H 2.7752 -3.9480 -2.7900
H 4.9045 -2.7335 -2.6167
H 6.1123 1.5052 -0.7361
Se -1.2969 2.1124 1.6158
C -2.1547 2.9250 0.2134
N -2.6971 3.4389 -0.6735
C 0.8872 -2.3000 3.7922
C 1.3246 -1.3206 2.6820
C 2.6006 -1.8788 2.0330
C 1.6334 0.0395 3.3331
N 0.1726 -1.2672 1.7410
H 1.6658 -2.3927 4.5626
H 0.6980 -3.2883 3.3598
H -0.0321 -1.9345 4.2593
H 3.3653 -2.1086 2.7877
H 3.0265 -1.1459 1.3371
H 2.3646 -2.7911 1.4732
H 2.3842 -0.0462 4.1332
H 0.7130 0.4624 3.7530
H 2.0234 0.7413 2.5750
*
```